{
  "formula": "C12H48F2N25O16S2",
  "method": "ωB97M-V/def2-TZVPD",
  "symbols": ["N", "S", "O", "O", "F", "S", "O", "O", "F", "C", "O", "N", "N", "H", "H", "H", "H", "C", "O", "N", "N", "H", "H", "H", "H", "C", "O", "N", "N", "H", "H", "H", "H", "C", "O", "N", "N", "H", "H", "H", "H", "C", "O", "N", "N", "H", "H", "H", "H", "C", "O", "N", "N", "H", "H", "H", "H", "C", "O", "N", "N", "H", "H", "H", "H", "C", "O", "N", "N", "H", "H", "H", "H", "C", "O", "N", "N", "H", "H", "H", "H", "C", "O", "N", "N", "H", "H", "H", "H", "C", "O", "N", "N", "H", "H", "H", "H", "C", "O", "N", "N", "H", "H", "H", "H"],
  "positions_angstrom": [[0.334, 0.978, 0.206], [0.099, 0.834, -1.345], [-1.173, 0.393, -1.823], [1.257, 0.610, -2.149], [-0.015, 2.431, -1.521], [0.591, -0.666, 0.477], [1.915, -1.078, 0.157], [-0.536, -1.521, 0.336], [0.693, -0.517, 2.045], [1.678, 1.320, 5.118], [0.968, 2.286, 5.382], [2.997, 1.256, 5.421], [1.148, 0.156, 4.667], [3.528, 0.484, 5.033], [3.440, 2.065, 5.813], [1.644, -0.709, 4.752], [0.160, 0.191, 4.489], [-3.481, -2.379, 2.622], [-3.872, -3.069, 1.673], [-3.768, -2.600, 3.916], [-2.662, -1.326, 2.361], [-4.340, -3.303, 4.345], [-3.322, -2.016, 4.604], [-2.092, -1.413, 1.535], [-2.748, -0.485, 2.908], [3.738, 2.189, 1.007], [4.907, 2.484, 0.760], [3.337, 1.411, 2.037], [2.781, 2.525, 0.108], [3.976, 0.950, 2.662], [2.386, 1.091, 2.030], [1.827, 2.184, 0.204], [2.981, 3.136, -0.663], [-2.074, 2.102, 2.811], [-2.659, 2.243, 3.876], [-0.735, 1.908, 2.725], [-2.703, 2.062, 1.595], [-0.202, 2.144, 3.551], [-0.285, 1.536, 1.893], [-2.110, 1.877, 0.810], [-3.701, 2.141, 1.558], [0.828, -3.350, -2.929], [0.961, -4.017, -1.911], [1.511, -3.639, -4.083], [0.029, -2.261, -3.053], [2.252, -4.311, -4.012], [1.580, -2.902, -4.767], [-0.433, -2.031, -2.189], [-0.174, -1.734, -3.880], [3.739, -0.480, -4.653], [2.717, -0.827, -5.219], [3.843, 0.008, -3.396], [4.977, -0.508, -5.273], [4.786, 0.230, -3.141], [3.019, 0.223, -2.863], [5.001, -0.851, -6.216], [5.865, -0.275, -4.872], [-3.660, -2.764, -2.144], [-3.339, -2.321, -3.238], [-3.772, -1.932, -1.071], [-4.003, -4.057, -1.901], [-3.960, -2.200, -0.112], [-3.665, -0.964, -1.324], [-4.104, -4.242, -0.916], [-3.687, -4.774, -2.526], [-0.907, 5.232, 0.595], [-1.275, 6.293, 1.084], [0.385, 4.837, 0.491], [-1.823, 4.309, 0.195], [1.108, 5.491, 0.721], [0.590, 3.859, 0.414], [-1.352, 3.589, -0.326], [-2.805, 4.412, 0.331], [3.711, -1.981, 3.492], [4.042, -0.829, 3.756], [3.327, -2.333, 2.227], [3.876, -3.055, 4.322], [3.529, -3.233, 1.836], [2.917, -1.579, 1.692], [3.995, -3.929, 3.843], [3.741, -3.073, 5.314], [2.891, 4.725, -3.830], [3.943, 4.295, -4.261], [2.020, 3.988, -3.070], [2.389, 5.971, -4.120], [1.977, 2.986, -3.045], [1.377, 4.536, -2.524], [3.044, 6.651, -4.455], [1.433, 6.173, -3.903], [-1.771, -5.644, 0.151], [-1.269, -6.713, -0.194], [-2.981, -5.628, 0.764], [-1.165, -4.437, 0.075], [-3.291, -4.797, 1.252], [-3.330, -6.558, 0.909], [-0.374, -4.370, -0.566], [-1.819, -3.676, 0.160], [-4.958, 1.630, -2.410], [-4.648, 2.066, -3.500], [-4.087, 1.536, -1.360], [-6.090, 0.918, -2.169], [-4.428, 1.031, -0.564], [-3.194, 1.986, -1.401], [-6.207, 0.453, -1.291], [-6.736, 0.940, -2.935]],
  "lowdin_charge": [-0.29, 0.46, -0.24, -0.26, -0.21, 0.53, -0.24, -0.25, -0.18, -0.69, 0.01, 0.16, 0.16, 0.05, 0.11, 0.08, 0.09, -0.63, -0.03, 0.18, 0.19, 0.11, 0.11, 0.05, 0.09, -0.67, 0.00, 0.19, 0.16, 0.07, 0.05, 0.02, 0.09, -0.69, 0.02, 0.17, 0.14, 0.07, 0.02, 0.05, 0.10, -0.65, 0.01, 0.16, 0.19, 0.10, 0.07, 0.06, 0.12, -0.67, 0.01, 0.18, 0.13, 0.10, 0.05, 0.09, 0.08, -0.70, 0.01, 0.17, 0.17, 0.05, 0.06, 0.06, 0.11, -0.68, 0.01, 0.17, 0.15, 0.11, 0.04, 0.05, 0.10, -0.63, 0.00, 0.18, 0.15, 0.11, 0.05, 0.09, 0.10, -0.68, 0.03, 0.15, 0.14, 0.08, 0.08, 0.10, 0.09, -0.71, 0.00, 0.13, 0.18, 0.04, 0.10, 0.06, 0.05, -0.69, 0.04, 0.15, 0.15, 0.07, 0.08, 0.09, 0.11],
  "multiplicity": 1,
  "orbital_gap_ev": 8.95,
  "total_energy_ha": -4055.4821,
  "max_force_ev_per_a": 5.45,
  "total_charge": -1,
  "e_above_lowest_kcal_mol": 0.00
}